Entry 1:
# C8H12O8Y

A structure of composition C8H12O8Y at a distorted geometry (ωB97M-V/def2-TZVPD, the OMol25 dataset).

Each line ends with the Mulliken charge.
Cartesian coordinates (Å):
Y  -0.8023  0.2160  0.3566  2.15
O  -1.7973  2.3775  -2.7396  -0.69
O  1.8129  -1.9387  -1.6887  -0.70
O  -0.7772  3.6993  -1.5771  -0.65
O  -3.1454  -2.7167  -0.2213  -0.68
O  2.5965  -0.0617  -1.4845  -0.64
O  1.3548  0.0215  3.7469  -0.70
O  0.6107  1.9587  3.5740  -0.67
O  -2.3021  -3.1037  1.6473  -0.71
C  2.6749  -1.1343  -2.0818  0.66
C  1.2612  1.1811  4.2293  0.66
C  -3.5415  -4.9104  0.6833  -0.87
C  -1.6328  4.6625  -3.5576  -0.86
C  -2.9786  -3.5177  0.6788  0.70
C  -1.3816  3.5044  -2.5704  0.63
C  1.8700  1.5757  5.5662  -0.89
C  3.8392  -1.4444  -3.0296  -0.91
H  2.2994  0.7099  6.0702  0.27
H  -3.6038  -5.3010  -0.3324  0.29
H  1.1103  2.0453  6.1910  0.26
H  4.5925  -2.0425  -2.5169  0.23
H  -2.9199  -5.5796  1.2782  0.28
H  -2.2109  5.5045  -3.1767  0.27
H  -0.6779  5.0602  -3.9011  0.24
H  2.6354  2.3497  5.5083  0.26
H  -2.2117  4.2264  -4.3718  0.27
H  4.3550  -0.5698  -3.4261  0.30
H  3.5170  -1.9228  -3.9545  0.29
H  -4.5469  -4.8495  1.1001  0.23

Calculated values
* charge: -1
* electronic energy: -25907.623 eV
* strongest force on any atom: 0.156 Eh/bohr



Entry 2:
# C8H13BN2Ti

A structure of composition C8H13BN2Ti at a distorted geometry (ωB97M-V/def2-TZVPD, the OMol25 dataset).

Each line ends with the Mulliken charge.
Cartesian coordinates (Å):
Ti  -0.4010  0.2082  -0.0430  0.64
N  -0.4978  1.6351  -1.1258  -0.50
N  1.6020  -0.2478  0.1912  -0.56
C  -1.0562  -2.1368  0.3778  -0.37
C  -0.5378  -2.0516  -0.9527  -0.54
C  -0.8844  2.1916  0.4719  -0.32
C  2.7745  -0.2381  0.1568  0.14
C  -2.1824  -1.2580  0.4745  -0.58
C  -2.3749  -0.6340  -0.8066  -0.36
C  -1.3413  -1.1153  -1.6877  -0.43
C  -1.0564  1.2041  1.5798  -0.66
B  4.3003  -0.1836  0.1285  -0.06
H  -1.2419  -0.8752  -2.7445  0.46
H  4.7188  -1.2538  -0.2766  -0.10
H  0.2732  -2.6484  -1.3644  0.48
H  -2.0938  1.1085  1.9192  0.27
H  -3.1992  0.0201  -1.0862  0.45
H  -0.7057  -2.8073  1.1607  0.44
H  4.6254  0.7275  -0.6202  -0.09
H  -2.8174  -1.1283  1.3487  0.54
H  -0.3598  1.3686  2.4121  0.33
H  -0.2986  2.4006  -1.7555  0.25
H  -0.0999  2.9406  0.6943  0.34
H  -1.8277  2.7344  0.2810  0.32
H  4.6821  0.0387  1.2669  -0.09

Calculated values
* charge: 0
* electronic energy: -35277.224 eV
* strongest force on any atom: 0.084 Eh/bohr



Entry 3:
# C8H13ClN3

A cluster of 2 separate species, C8H13ClN3 in total (ωB97M-V/def2-TZVPD, the OMol25 dataset).

Each line ends with the Mulliken charge.
Cartesian coordinates (Å):
Cl  -3.5161  -0.4652  -0.2526  -0.16
N  1.8332  -2.1636  -1.9282  -0.38
N  1.0420  -0.5358  -0.5021  0.03
N  -0.4443  -1.9112  -1.6219  -0.28
C  0.8097  -1.5334  -1.3478  0.86
C  -0.3748  2.0601  1.7800  -0.63
C  2.3757  -0.0609  -0.1480  -1.07
C  -0.8999  2.4521  0.5479  -0.31
C  -1.8702  1.6778  -0.0862  -0.29
C  -1.7952  0.0986  1.7591  -0.29
C  -2.3082  0.5055  0.5293  0.10
C  -0.8245  0.8849  2.3807  -0.31
H  1.6583  -2.9324  -2.5801  0.21
H  -0.6164  -2.6803  -2.2741  0.19
H  -1.2313  -1.4305  -1.1789  0.08
H  2.7931  -1.8772  -1.7208  0.21
H  2.9730  -0.8583  0.3252  0.39
H  -0.4164  0.5695  3.3500  0.37
H  2.9192  0.3068  -1.0345  0.39
H  0.3893  2.6746  2.2742  0.44
H  2.2683  0.7706  0.5688  0.26
H  -2.1573  -0.8288  2.2221  0.38
H  -2.2912  1.9754  -1.0556  0.38
H  -0.5508  3.3763  0.0686  0.37
H  0.2346  -0.0748  -0.0752  0.05

Calculated values
* charge: +1
* electronic energy: -25494.815 eV
* strongest force on any atom: 0.017 Eh/bohr



Entry 4:
# C8H13ClSi

An isolated molecule of C8H13ClSi at a distorted geometry (ωB97M-V/def2-TZVPD, the OMol25 dataset).

Each line ends with the Mulliken charge.
Cartesian coordinates (Å):
Cl  -3.8840  -0.3326  -0.0790  -0.22
Si  1.3019  -1.8726  0.1566  0.35
C  1.6527  1.2288  -0.7870  -1.36
C  -1.7528  0.9171  0.8185  -0.17
C  -0.5316  1.7707  0.3535  -0.98
C  -0.0905  -0.4741  0.2247  0.62
C  -2.2754  0.2999  -0.4439  0.29
C  0.3612  0.9331  -0.1210  0.52
C  -1.0219  -0.1697  1.5566  -1.14
C  -1.3168  -0.8175  -0.7849  -1.26
H  1.6391  1.0187  -1.8434  0.28
H  1.8399  2.3182  -0.5882  0.37
H  -1.0486  -0.8092  -1.8293  0.34
H  1.8201  -1.8857  -1.2821  -0.09
H  -0.4708  0.0582  2.4390  0.35
H  2.4504  0.6056  -0.3919  0.31
H  -1.6157  -0.9494  1.7090  0.48
H  -2.4658  1.1182  -1.2659  0.36
H  0.6853  -3.3350  0.3303  -0.12
H  -0.6497  2.8765  0.3123  0.36
H  -2.5025  1.6417  1.3121  0.43
H  2.3622  -1.3065  1.1151  -0.09
H  -1.7061  -1.7945  -0.3300  0.37

Calculated values
* SMILES: CC1=C[C@@H]2C[C@@]1([SiH3])C[C@H]2Cl
* charge: 0
* electronic energy: -28904.665 eV
* strongest force on any atom: 0.087 Eh/bohr



no.,HOMO (eV),LUMO (eV),orbital gap (Ha)
1,-5.7,-1.56,0.151
2,-9.3,-0.33,0.329
3,-12.6,-2.74,0.363
4,-9.0,0.78,0.360